No. 1
Density functional theory data (ωB97M-V/def2-TZVPD) for a structure of composition C51H108AsF6N15O3 at a distorted geometry.

Values from the calculation:
calculated total energy = -5886.658395 Ha
charge = +8
HOMO-LUMO gap = 8.17 eV

Last column: Mulliken charge in e.
Geometry (Å):
As1 -0.28 0.75 -1.32  2.10
F1 -2.03 0.92 -0.86  -0.41
F2 -0.62 -0.88 -2.02  -0.34
F3 1.46 0.59 -1.72  -0.53
F4 0.03 2.41 -0.73  -0.47
F5 0.13 0.07 0.34  -0.47
F6 -0.55 1.37 -2.95  -0.52
C1 1.54 -1.34 3.37  -0.41
C2 0.23 -1.82 4.09  -0.57
N1 0.62 -2.08 5.52  0.44
C3 -0.02 -3.06 6.21  -0.32
C4 0.77 -3.22 7.37  -0.61
N2 1.69 -2.20 7.49  0.17
C5 1.62 -1.52 6.24  -0.45
C6 2.54 -2.05 8.63  -0.75
H1 1.93 -0.35 3.62  0.20
H2 1.18 -1.23 2.35  -0.49
H3 2.38 -2.03 3.40  0.60
H4 0.03 -2.81 3.69  0.42
H5 -0.61 -1.13 4.10  0.32
H6 -0.88 -3.56 5.80  0.52
H7 0.58 -4.00 8.10  0.43
H8 2.19 -0.66 5.94  0.47
H9 2.80 -1.01 8.83  0.32
H10 3.48 -2.55 8.41  0.37
H11 2.15 -2.48 9.55  0.33
C7 2.27 6.62 1.41  -0.90
C8 3.08 6.63 0.18  -0.51
N3 2.80 5.54 -0.73  0.20
C9 3.36 4.26 -0.70  -0.87
C10 2.83 3.59 -1.74  -0.28
N4 1.88 4.37 -2.42  0.27
C11 1.91 5.56 -1.80  -0.25
C12 1.09 3.97 -3.55  -1.00
H12 2.35 5.73 2.04  0.08
H13 1.22 6.81 1.18  0.34
H14 2.45 7.36 2.19  0.43
H15 4.11 6.54 0.53  0.29
H16 2.84 7.55 -0.35  0.40
H17 4.10 3.92 0.01  0.65
H18 2.97 2.54 -1.93  0.54
H19 1.21 6.35 -2.03  0.47
H20 0.03 4.10 -3.38  0.48
H21 1.26 2.92 -3.78  0.11
H22 1.36 4.69 -4.33  0.47
C13 4.51 1.00 0.15  0.01
C14 5.67 1.21 -0.90  -1.24
N5 6.93 0.66 -0.47  0.39
C15 7.77 1.36 0.42  -0.34
C16 8.84 0.62 0.74  -0.47
N6 8.57 -0.65 0.18  0.09
C17 7.32 -0.60 -0.50  -0.12
C18 9.23 -1.87 0.52  -0.72
H23 3.54 1.26 -0.27  -0.52
H24 4.81 1.54 1.05  0.41
H25 4.37 -0.06 0.36  0.44
H26 5.78 2.29 -1.02  0.38
H27 5.33 0.79 -1.84  0.45
H28 7.58 2.37 0.74  0.38
H29 9.76 0.80 1.28  0.48
H30 6.82 -1.31 -1.15  0.43
H31 8.95 -2.66 -0.17  0.27
H32 8.77 -2.18 1.45  0.40
H33 10.29 -1.71 0.73  0.28
C19 -0.34 1.81 7.23  -1.02
C20 -0.04 3.09 6.41  -0.53
N7 0.17 2.82 5.02  0.20
C21 -0.79 2.23 4.20  -0.95
C22 -0.25 2.17 2.91  -0.07
N8 1.09 2.56 2.99  0.50
C23 1.29 2.91 4.29  -0.30
C24 2.00 2.68 1.90  -0.78
H34 0.47 1.07 7.17  0.20
H35 -1.24 1.26 6.95  0.37
H36 -0.53 2.11 8.26  0.45
H37 0.85 3.59 6.78  0.36
H38 -0.85 3.82 6.50  0.34
H39 -1.78 2.07 4.60  0.62
H40 -0.65 1.97 1.93  0.16
H41 2.21 3.28 4.71  0.56
H42 2.97 3.13 2.11  0.44
H43 1.52 3.46 1.30  0.33
H44 2.04 1.69 1.44  0.04
C25 1.85 -2.90 -0.06  0.05
C26 2.57 -3.93 -0.81  -0.97
N9 2.74 -5.13 0.04  0.28
C27 3.92 -5.43 0.68  -0.21
C28 3.74 -6.71 1.23  -0.68
N10 2.42 -7.07 0.98  0.07
C29 1.87 -6.16 0.16  -0.25
C30 1.85 -8.38 1.35  -0.78
H45 2.46 -2.34 0.65  0.13
H46 1.13 -3.39 0.60  0.14
H47 1.40 -2.18 -0.75  0.08
H48 3.56 -3.64 -1.15  0.32
H49 2.01 -4.16 -1.72  0.22
H50 4.78 -4.79 0.60  0.54
H51 4.43 -7.36 1.74  0.49
H52 0.86 -6.14 -0.23  0.50
H53 1.93 -8.40 2.44  0.35
H54 2.56 -9.13 0.99  0.36
H55 0.87 -8.56 0.91  0.33
C31 0.57 0.20 -5.76  -0.96
C32 1.41 -0.77 -4.87  -0.17
N11 1.08 -2.17 -4.83  0.35
C33 -0.21 -2.73 -4.74  -0.08
C34 -0.04 -4.09 -4.87  -1.02
N12 1.32 -4.39 -5.09  0.15
C35 2.00 -3.18 -5.04  -0.12
C36 1.84 -5.74 -5.34  -0.80
H56 0.57 -0.01 -6.83  0.43
H57 1.02 1.19 -5.69  0.39
H58 -0.42 0.32 -5.32  -0.09
H59 1.43 -0.39 -3.85  -0.16
H60 2.44 -0.60 -5.21  0.49
H61 -1.11 -2.13 -4.71  0.59
H62 -0.74 -4.82 -5.23  0.50
H63 3.05 -2.99 -5.19  0.44
H64 1.59 -6.37 -4.48  0.34
H65 2.93 -5.71 -5.37  0.32
H66 1.41 -6.20 -6.22  0.35
C37 -4.71 -3.31 1.04  -0.85
N13 -3.39 -3.46 0.23  0.37
C38 -3.23 -2.26 -0.66  -0.86
C39 -2.26 -3.53 1.28  -1.41
C40 -3.41 -4.66 -0.75  -0.18
C41 -3.60 -6.03 -0.19  -0.86
O1 -4.89 -6.13 0.46  -0.50
H67 -4.76 -4.10 1.79  0.39
H68 -5.54 -3.34 0.34  0.35
H69 -4.67 -2.25 1.30  0.34
H70 -3.04 -1.36 -0.08  0.14
H71 -4.07 -2.08 -1.33  0.44
H72 -2.38 -2.40 -1.33  0.22
H73 -1.39 -3.52 0.63  0.50
H74 -2.49 -4.47 1.77  0.45
H75 -2.33 -2.68 1.96  0.51
H76 -2.45 -4.66 -1.25  0.22
H77 -4.17 -4.38 -1.48  0.46
H78 -2.75 -6.38 0.40  0.34
H79 -3.69 -6.70 -1.04  0.49
H80 -5.04 -7.05 0.69  0.35
C42 -5.47 3.39 2.61  -0.94
N14 -4.88 2.89 1.22  0.20
C43 -3.34 2.93 1.26  -0.87
C44 -5.38 1.43 1.07  -0.77
C45 -5.39 3.91 0.12  -0.23
C46 -6.93 4.19 0.12  -0.84
O2 -7.23 5.24 1.02  -0.51
H81 -5.01 4.37 2.70  0.35
H82 -4.99 2.75 3.34  0.46
H83 -6.55 3.22 2.59  0.43
H84 -3.04 2.73 0.23  0.04
H85 -3.06 2.11 1.92  0.43
H86 -2.99 3.91 1.56  0.46
H87 -4.63 0.84 0.54  0.24
H88 -6.32 1.37 0.53  0.38
H89 -5.36 1.03 2.09  0.34
H90 -5.10 3.43 -0.81  0.10
H91 -4.83 4.85 0.16  0.50
H92 -7.61 3.34 0.20  0.43
H93 -7.08 4.69 -0.84  0.43
H94 -8.17 5.19 1.20  0.35
C47 -3.48 0.80 -5.35  -0.60
N15 -3.83 2.26 -5.02  0.42
C48 -3.98 2.41 -3.53  -1.30
C49 -2.63 3.16 -5.45  -0.87
C50 -5.21 2.58 -5.73  -0.47
C51 -5.55 4.05 -6.02  -0.57
O3 -5.75 4.74 -4.81  -0.49
H95 -3.17 0.81 -6.39  0.44
H96 -4.39 0.22 -5.23  0.40
H97 -2.70 0.53 -4.64  -0.03
H98 -4.49 1.55 -3.10  0.48
H99 -4.50 3.34 -3.32  0.56
H100 -2.99 2.42 -3.07  0.15
H101 -2.69 4.15 -5.00  0.34
H102 -2.67 3.14 -6.54  0.55
H103 -1.80 2.69 -4.91  0.09
H104 -5.97 2.09 -5.11  0.36
H105 -5.18 2.09 -6.70  0.46
H106 -6.34 4.32 -6.73  0.48
H107 -4.63 4.49 -6.40  0.25
H108 -6.04 5.66 -4.81  0.33

***

No. 2
Density functional theory data (ωB97M-V/def2-TZVPD) for a cluster of 10 separate species, C51H114F3O37P7 in total at a distorted geometry.

Values from the calculation:
calculated total energy = -7485.122755 Ha
energy relative to the best compared isomer or geometry (same formula, charge and spin) = 906.04 kJ/mol
HOMO-LUMO gap = 10.49 eV
SMILES = O=C1OC[C@@H](F)O1.O=C1OC[C@@H](F)O1.O=C1OC[C@@H](F)O1.CCOP(=O)(OCC)OCC.CCOP(=O)(OCC)OCC.CCOP(=O)(OCC)OCC.CCOP(=O)(OCC)OCC.CCOP(=O)(OCC)OCC.CCOP(=O)(OCC)OCC.CCOP(=O)(OCC)OCC

Last column: Mulliken charge in e.
Geometry (Å):
O1 -5.69 11.57 -6.23  -0.54
C1 -4.82 11.80 -7.08  0.62
O2 -4.61 13.03 -7.67  -0.29
C2 -3.71 12.71 -8.73  -0.46
C3 -3.06 11.43 -8.38  0.33
F1 -2.00 11.65 -7.57  -0.28
O3 -4.10 10.82 -7.67  -0.27
H1 -4.26 12.70 -9.68  0.28
H2 -3.01 13.53 -8.88  0.31
H3 -2.66 10.79 -9.18  0.29
O4 5.61 5.49 2.52  -0.54
C4 5.22 6.54 2.04  0.69
O5 5.20 7.73 2.65  -0.32
C5 4.62 8.69 1.80  -0.30
C6 4.61 8.01 0.46  0.35
F2 5.36 8.60 -0.49  -0.29
O6 5.03 6.72 0.74  -0.30
H4 3.59 8.90 2.10  0.25
H5 5.21 9.61 1.79  0.27
H6 3.61 7.87 0.04  0.20
O7 -13.02 6.58 1.32  -0.59
C7 -11.80 6.29 1.31  0.69
O8 -11.17 5.69 2.28  -0.32
C8 -9.79 5.52 1.97  -0.41
C9 -9.72 6.05 0.54  0.36
F3 -9.64 5.07 -0.36  -0.28
O9 -10.98 6.66 0.35  -0.29
H7 -9.34 6.17 2.72  0.30
H8 -9.48 4.47 1.98  0.28
H9 -8.77 6.59 0.46  0.26
C10 -0.63 5.35 -3.37  -1.01
C11 -1.68 5.41 -2.26  -0.28
O10 -1.23 5.08 -0.93  -0.43
P1 -1.71 3.66 -0.33  0.86
O11 -3.18 3.53 -0.04  -0.68
O12 -0.94 2.63 -1.36  -0.25
C12 -1.78 1.96 -2.29  -0.10
C13 -1.89 0.52 -1.91  -1.29
O13 -0.81 3.59 1.01  -0.28
C14 -1.22 2.64 2.00  -0.12
C15 -1.87 3.52 3.02  -1.15
H10 -1.03 5.48 -4.37  0.36
H11 0.27 5.96 -3.23  0.30
H12 -0.31 4.31 -3.47  0.21
H13 -2.00 6.44 -2.11  0.41
H14 -2.59 4.86 -2.52  0.30
H15 -2.74 2.46 -2.42  0.36
H16 -1.34 2.02 -3.29  0.31
H17 -2.51 0.00 -2.64  0.39
H18 -0.99 -0.08 -1.99  0.30
H19 -2.36 0.45 -0.93  0.28
H20 -1.86 1.84 1.62  0.21
H21 -0.32 2.21 2.44  0.31
H22 -2.25 2.92 3.85  0.40
H23 -1.26 4.32 3.44  0.29
H24 -2.81 3.98 2.73  0.29
C16 -6.90 -10.35 -3.79  -0.93
C17 -5.44 -10.56 -3.18  -0.41
O14 -5.59 -11.12 -1.89  -0.29
P2 -5.51 -12.69 -1.82  0.86
O15 -4.56 -13.36 -2.75  -0.72
O16 -6.95 -13.35 -1.82  -0.20
C18 -7.15 -14.74 -2.19  -0.16
C19 -8.60 -14.95 -2.34  -1.15
O17 -5.05 -12.76 -0.27  -0.29
C20 -3.89 -13.39 0.03  -0.28
C21 -4.15 -14.37 1.21  -1.09
H25 -7.59 -9.70 -3.26  0.30
H26 -6.70 -10.03 -4.82  0.34
H27 -7.52 -11.25 -3.81  0.22
H28 -4.79 -11.18 -3.81  0.35
H29 -4.88 -9.63 -3.12  0.33
H30 -6.67 -14.85 -3.16  0.29
H31 -6.53 -15.35 -1.53  0.32
H32 -9.28 -14.98 -1.49  0.31
H33 -8.94 -14.26 -3.11  0.28
H34 -8.69 -15.96 -2.75  0.38
H35 -3.61 -14.12 -0.72  0.29
H36 -3.03 -12.73 0.15  0.37
H37 -3.33 -15.02 1.49  0.38
H38 -4.55 -13.76 2.02  0.26
H39 -4.88 -15.08 0.82  0.23
C22 4.88 -2.01 -11.85  -1.24
C23 4.92 -1.38 -10.47  -0.26
O18 4.79 0.04 -10.47  -0.17
P3 3.56 0.74 -9.66  0.82
O19 2.20 0.04 -9.95  -0.74
O20 4.09 0.82 -8.11  -0.35
C24 5.42 1.21 -7.86  -0.09
C25 5.38 2.36 -6.89  -1.24
O21 3.66 2.31 -10.11  -0.17
C26 3.29 2.66 -11.44  -0.08
C27 3.96 4.00 -11.86  -1.26
H40 5.66 -1.59 -12.49  0.29
H41 5.00 -3.09 -11.95  0.39
H42 3.89 -1.85 -12.27  0.30
H43 4.23 -1.91 -9.82  0.39
H44 5.92 -1.57 -10.08  0.27
H45 5.91 0.33 -7.45  0.30
H46 5.96 1.42 -8.78  0.31
H47 4.69 3.15 -7.15  0.31
H48 5.06 1.97 -5.93  0.32
H49 6.35 2.83 -6.71  0.36
H50 3.65 1.92 -12.16  0.27
H51 2.21 2.77 -11.52  0.27
H52 3.59 4.91 -11.40  0.33
H53 5.02 4.05 -11.64  0.29
H54 3.91 4.10 -12.94  0.38
C28 -0.47 -10.70 9.81  -1.24
C29 -1.05 -9.48 10.50  -0.29
O22 -0.29 -8.37 10.23  -0.18
P4 -0.39 -7.17 11.29  0.82
O23 -1.75 -6.56 11.34  -0.74
O24 0.15 -7.84 12.70  -0.36
C30 1.40 -8.43 12.69  -0.18
C31 2.48 -7.56 13.45  -1.24
O25 0.86 -6.22 10.91  -0.22
C32 1.15 -5.89 9.52  -0.19
C33 0.28 -4.74 9.05  -1.08
H55 -1.14 -11.55 9.94  0.41
H56 -0.31 -10.59 8.74  0.30
H57 0.41 -11.08 10.33  0.29
H58 -2.12 -9.39 10.30  0.38
H59 -1.08 -9.65 11.58  0.32
H60 1.26 -9.32 13.31  0.38
H61 1.76 -8.78 11.73  0.30
H62 2.11 -7.25 14.43  0.32
H63 3.49 -7.93 13.56  0.36
H64 2.54 -6.57 13.00  0.30
H65 2.18 -5.52 9.56  0.29
H66 1.10 -6.72 8.82  0.27
H67 0.21 -4.76 7.96  0.38
H68 -0.78 -4.80 9.27  0.30
H69 0.63 -3.73 9.23  0.30
C34 -3.07 -5.94 2.32  -1.31
C35 -4.37 -5.65 3.04  0.17
O26 -4.46 -4.26 3.28  -0.32
P5 -5.82 -3.48 3.90  0.72
O27 -5.63 -2.15 4.50  -0.69
O28 -6.83 -3.60 2.59  -0.27
C36 -6.87 -2.66 1.56  -0.27
C37 -7.00 -3.36 0.18  -1.11
O29 -6.41 -4.49 5.01  -0.32
C38 -7.38 -5.45 4.59  -0.08
C39 -7.06 -6.79 5.37  -1.14
H70 -3.16 -5.69 1.26  0.32
H71 -2.19 -5.47 2.76  0.31
H72 -3.14 -7.03 2.33  0.39
H73 -5.31 -5.97 2.58  0.30
H74 -4.40 -6.09 4.04  0.15
H75 -7.75 -2.01 1.62  0.25
H76 -6.06 -1.94 1.69  0.37
H77 -6.14 -4.00 -0.04  0.27
H78 -7.83 -4.07 0.17  0.29
H79 -7.24 -2.62 -0.58  0.39
H80 -8.38 -5.12 4.84  0.41
H81 -7.37 -5.65 3.52  0.24
H82 -7.89 -7.50 5.40  0.40
H83 -6.17 -7.28 4.98  0.23
H84 -7.05 -6.56 6.44  0.30
C40 -1.64 5.56 12.72  -1.31
C41 -0.30 5.35 12.02  0.00
O30 0.11 4.02 12.02  -0.37
P6 1.70 3.75 12.20  0.99
O31 2.29 4.36 13.35  -0.67
O32 2.28 4.19 10.74  -0.22
C42 2.55 5.57 10.57  -0.16
C43 4.01 5.45 10.02  -1.30
O33 1.79 2.11 12.20  -0.40
C44 3.08 1.49 12.44  -0.23
C45 4.19 1.84 11.47  -0.99
H85 -1.77 4.91 13.58  0.34
H86 -1.80 6.58 13.07  0.35
H87 -2.50 5.27 12.11  0.31
H88 -0.44 5.60 10.97  0.23
H89 0.34 6.09 12.50  0.30
H90 1.99 6.13 9.83  0.27
H91 2.63 6.12 11.51  0.38
H92 4.40 6.47 9.91  0.42
H93 4.62 4.91 10.74  0.25
H94 4.23 5.04 9.03  0.32
H95 3.44 1.71 13.44  0.26
H96 2.89 0.42 12.34  0.33
H97 4.97 1.08 11.54  0.42
H98 3.93 1.81 10.41  0.27
H99 4.66 2.77 11.80  0.22
C46 7.58 9.36 -8.80  -1.32
C47 8.44 8.37 -9.64  0.04
O34 9.46 7.83 -8.87  -0.36
P7 10.66 7.07 -9.67  0.77
O35 11.53 6.31 -8.75  -0.74
O36 9.86 6.30 -10.86  -0.10
C48 10.18 4.97 -11.19  -0.36
C49 9.45 4.60 -12.50  -1.16
O37 11.39 8.26 -10.46  -0.25
C50 12.54 8.07 -11.26  -0.31
C51 12.04 7.75 -12.63  -0.86
H100 6.67 9.60 -9.34  0.38
H101 7.19 8.80 -7.96  0.34
H102 7.93 10.33 -8.43  0.33
H103 7.83 7.58 -10.09  0.23
H104 8.94 8.93 -10.43  0.27
H105 11.26 4.87 -11.24  0.39
H106 9.98 4.32 -10.34  0.41
H107 9.81 5.14 -13.37  0.28
H108 9.47 3.52 -12.64  0.39
H109 8.40 4.87 -12.40  0.24
H110 13.25 8.88 -11.43  0.32
H111 13.13 7.23 -10.89  0.31
H112 11.86 6.68 -12.70  0.14
H113 11.11 8.23 -12.95  0.25
H114 12.89 7.91 -13.29  0.40